(1)
Computed, not measured: the molecule C4H7F2NS, with ωB97M-V/def2-TZVPD.

Output
HOMO-LUMO gap   9.57 eV
HOMO level   -0.3294 hartree
LUMO   0.61 eV
M   139.17 g/mol

Cartesian coordinates (Å):
C 0.871 -0.724 0.529
H 0.145 -1.497 0.833
N 1.599 -1.284 -0.538
C -1.234 0.246 -0.395
H 1.222 -1.994 -1.163
C 0.031 0.515 0.311
S 0.984 1.813 -0.664
H 2.040 1.813 0.131
F -3.644 0.252 -0.328
C -2.411 0.522 0.155
H 2.392 -0.810 -0.924
F -1.080 -0.353 -1.628
H -0.131 0.956 1.270
H -2.363 1.067 1.076
H 1.579 -0.523 1.335

(2)
Computed, not measured: the molecule C4H7F2NS, with ωB97M-V/def2-TZVPD.

Output
HOMO-LUMO gap   9.96 eV
HOMO level   -0.3462 hartree
LUMO   0.54 eV
M   139.17 g/mol

Cartesian coordinates (Å):
C 0.785 0.038 0.060
S -1.410 -1.472 -0.322
H 2.139 -0.739 1.559
C 1.976 -0.243 0.614
C -0.520 -0.238 0.700
F 0.732 0.534 -1.178
H -0.572 1.790 1.420
H -0.317 -0.756 1.678
N -1.680 1.777 -0.305
H -0.920 1.826 -1.011
H -2.411 1.250 -0.829
F 3.139 -0.028 -0.077
C -1.221 1.097 0.908
H -2.418 -1.677 0.554
H -2.143 0.951 1.510

Energies, relative to the best one, in kcal/mol: (1) 4.8; (2) 0.0.

(1)
Computed, not measured: a cluster of 3 separate species, C3H11NO3S in total, with ωB97M-V/def2-TZVPD.

Output
HOMO-LUMO gap   9.67 eV
HOMO level   -0.3395 hartree
LUMO   0.43 eV
M   141.19 g/mol

Cartesian coordinates (Å):
N 1.179 0.878 -0.133
O -4.131 1.478 -2.543
H 3.069 -1.623 0.526
O 3.326 -2.136 1.261
C 1.506 -0.117 -1.003
H -0.313 1.917 0.740
C -0.196 0.871 0.333
H 0.490 -0.984 1.458
C -0.318 -0.213 1.551
S -1.986 -0.962 1.344
H 3.887 -2.803 0.836
H 1.822 1.327 0.419
H -0.101 0.220 2.480
H -3.007 -0.019 1.494
H -3.783 0.657 -2.201
H -0.851 0.812 -0.504
O 2.697 -0.222 -1.164
H -3.925 1.574 -3.445
H 0.635 -0.657 -1.449

(2)
Computed, not measured: a cluster of 3 separate species, C3H11NO3S in total, with ωB97M-V/def2-TZVPD.

Output
HOMO-LUMO gap   9.67 eV
HOMO level   -0.3412 hartree
LUMO   0.39 eV
M   141.19 g/mol

Cartesian coordinates (Å):
O -0.123 3.078 -0.295
C 0.114 -0.194 -0.017
H 0.259 2.767 1.449
C 1.352 -1.707 -1.406
H -0.852 3.413 -0.283
H -0.475 -2.382 -0.497
O -0.200 2.639 2.314
H 1.868 -2.455 1.071
H -1.746 0.665 1.598
S -1.626 0.249 0.175
C 0.343 -1.674 -0.238
H 0.477 -3.222 1.035
H 0.386 2.853 -1.084
H 0.603 0.278 -0.885
H 2.486 -1.397 -1.303
N 0.913 -2.299 1.030
H -0.806 1.916 2.187
O 1.070 -1.817 -2.563
H 0.593 -0.079 1.020

Energies, relative to the best one, in kcal/mol: (1) 0.0; (2) 46.7.

(1)
Computed, not measured: the molecule C6H7ClS, with ωB97M-V/def2-TZVPD.

Output
HOMO-LUMO gap   8.91 eV
HOMO level   -0.3035 hartree
LUMO   0.65 eV
M   146.64 g/mol

Cartesian coordinates (Å):
C -1.807 0.246 -1.093
Cl 2.741 -1.151 0.160
H 1.201 0.468 -0.954
H 0.333 -2.205 0.644
H -2.211 -1.710 -0.041
H -2.391 0.218 -2.015
C -1.691 1.523 -0.736
H -1.326 -0.195 2.031
H 1.100 -1.234 -1.894
S -0.779 1.747 0.649
C -0.828 -0.033 0.972
C -1.542 -0.888 -0.142
C 1.077 -0.685 -0.774
C -0.041 -1.155 0.200
H -1.852 2.225 -1.445

(2)
Computed, not measured: the molecule C6H7ClS, with ωB97M-V/def2-TZVPD.

Output
HOMO-LUMO gap   8.72 eV
HOMO level   -0.3191 hartree
LUMO   0.03 eV
M   146.64 g/mol

Cartesian coordinates (Å):
S 2.328 -1.114 -1.446
C 0.784 0.657 1.081
H 1.949 0.771 1.332
H -1.732 1.391 -0.687
C -0.997 0.617 -0.776
H -0.977 0.172 -1.901
C 0.524 0.922 -0.501
H 0.856 1.931 -0.985
C 1.104 -0.467 -0.648
H -1.516 -1.512 -0.458
C 0.332 -0.884 0.655
Cl 0.529 -2.487 1.445
H -2.017 -0.381 0.947
C -1.123 -0.648 0.207
H -0.044 1.032 1.736

(3)
Computed, not measured: the molecule C6H7ClS, with ωB97M-V/def2-TZVPD.

Output
HOMO-LUMO gap   9.00 eV
HOMO level   -0.3005 hartree
LUMO   0.83 eV
M   146.64 g/mol

Cartesian coordinates (Å):
C -0.979 1.232 -0.515
C 0.905 -0.270 0.015
H -0.609 2.746 0.995
C 0.321 0.834 0.513
H -0.219 0.674 1.443
H -2.346 0.819 0.951
H 0.320 -2.395 -0.443
S -1.664 -1.313 0.130
H -0.493 0.765 -1.407
Cl 2.630 -0.292 -0.048
C 0.084 -1.334 -0.150
C -2.289 0.565 -0.163
C -0.113 2.263 0.023
H -3.056 0.721 -0.751
H 0.758 2.898 -0.389

Energies, relative to the best one, in kcal/mol: (1) 13.6; (2) 0.0; (3) 37.7.

(1)
Computed, not measured: a cluster of 2 separate species, C7H11N2 in total, with ωB97M-V/def2-TZVPD.

Output
Charge   +1
HOMO-LUMO gap (alpha / beta)   6.91 / 6.89 eV
HOMO level (alpha / beta)   -0.4566 / -0.4564 hartree
LUMO (alpha / beta)   -5.52 / -5.53 eV
M   123.18 g/mol

Cartesian coordinates (Å):
C 0.553 -2.439 1.290
H 0.291 0.228 -2.559
H 2.953 -0.022 -1.031
H 1.277 1.596 -1.780
H -0.184 1.934 0.014
C -0.377 -3.160 1.564
C -2.434 1.010 0.593
C 0.506 -1.427 0.206
H -1.940 2.021 0.865
H -3.367 1.202 0.213
N -1.568 0.518 -0.449
H -0.847 -3.890 2.259
N 1.306 -0.700 -0.219
H -2.030 0.075 -1.269
H 2.458 0.930 0.419
C -0.402 1.166 -0.717
C 2.596 0.026 -0.034
H 3.223 -0.450 0.765
H -2.490 0.417 1.573
C 0.478 0.965 -1.704

(2)
Computed, not measured: the ion C7H11N2 with charge +1, with ωB97M-V/def2-TZVPD.

Output
Charge   +1
HOMO-LUMO gap   9.10 eV
HOMO level   -0.4872 hartree
LUMO   -4.16 eV
M   123.18 g/mol

Cartesian coordinates (Å):
N -1.762 0.608 -0.553
C 0.606 -1.055 1.550
C -1.836 -0.819 -0.954
N 0.444 -0.600 0.134
H 1.370 -0.336 2.030
H -0.395 3.404 -0.086
H 3.170 0.946 -1.602
C 1.557 -0.046 -0.476
H 1.030 -1.955 1.647
H 0.105 -1.659 -1.585
C -0.426 -1.454 -0.611
H -0.304 -1.148 2.183
C -0.234 2.410 0.370
C 2.540 0.269 -1.098
C -0.853 1.284 -0.180
H -0.572 -2.439 -0.106
H -2.612 -1.288 -0.340
H -0.551 2.481 1.438
H -2.136 -0.912 -2.066
H 0.858 2.310 0.303

(3)
Computed, not measured: the ion C7H11N2 with charge +1, with ωB97M-V/def2-TZVPD.

Output
Charge   +1
HOMO-LUMO gap (alpha / beta)   6.60 / 7.15 eV
HOMO level (alpha / beta)   -0.4481 / -0.4633 hartree
LUMO (alpha / beta)   -5.60 / -5.46 eV
M   123.18 g/mol

Cartesian coordinates (Å):
N 0.693 0.512 0.330
C 0.295 1.297 -0.803
H 1.456 -1.835 1.765
C -1.011 -1.211 -0.463
C 1.323 1.199 1.375
H 2.000 0.629 1.952
H -0.657 -2.212 -0.973
H -1.745 -1.729 0.255
H -0.118 -2.443 1.427
C 0.179 -0.667 0.510
H 1.991 2.002 1.006
N -0.454 1.106 -1.939
H 0.521 1.538 1.994
H 0.088 -1.017 2.629
C -2.037 -0.765 -1.663
H -1.918 0.613 -3.258
C 0.387 -1.546 1.647
H -0.255 1.911 -2.681
C -1.496 0.345 -2.296
H 0.757 2.273 -0.814

Energies, relative to the best one, in kcal/mol: (1) 66.8; (2) 0.0; (3) 50.9.

(1)
Computed, not measured: a cluster of 2 separate species, C3H8NO3P in total, with ωB97M-V/def2-TZVPD.

Output
HOMO-LUMO gap   7.31 eV
HOMO level   -0.2567 hartree
LUMO   0.33 eV
M   137.08 g/mol

Cartesian coordinates (Å):
O -1.406 -1.758 -0.782
H -1.254 0.797 1.749
H -2.226 -0.043 -0.531
H -1.147 -0.084 -1.958
H -0.457 -2.055 -0.933
P 0.158 2.075 -0.346
H -1.057 -0.783 1.443
O 2.109 -1.374 0.969
H 1.283 2.001 0.483
N -0.544 0.068 1.379
C -1.311 -0.333 -0.908
C 2.382 -0.821 -0.041
H 0.734 2.225 -1.608
H 0.135 0.153 2.103
O 2.780 -0.232 -0.938
C -0.178 0.164 -0.081

(2)
Computed, not measured: the molecule C3H8NO3P, with ωB97M-V/def2-TZVPD.

Output
HOMO-LUMO gap   7.64 eV
HOMO level   -0.2787 hartree
LUMO   0.05 eV
M   137.08 g/mol

Cartesian coordinates (Å):
H 1.886 -1.505 2.523
O 0.923 -0.497 -2.171
H 2.257 -2.790 0.943
H -2.526 1.097 -1.516
H 0.391 0.539 2.170
H 1.851 -0.246 -2.140
H -1.524 0.231 -2.356
N -1.576 0.828 -1.595
O 1.460 -0.183 0.130
C -0.991 0.862 0.773
H -0.572 1.888 0.646
O -0.536 0.321 1.978
P 1.295 -1.792 1.273
H -1.990 1.099 0.856
C -0.773 0.321 -0.597
C 0.426 -0.174 -0.918

Energies, relative to the best one, in kcal/mol: (1) 0.0; (2) 12.5.

(1)
Computed, not measured: a cluster of 6 separate species, C13H38O6 in total, with ωB97M-V/def2-TZVPD.

Output
HOMO-LUMO gap   10.13 eV
HOMO level   -0.3478 hartree
LUMO   0.66 eV
M   290.44 g/mol

Cartesian coordinates (Å):
H 4.356 -3.218 -0.877
H 0.299 4.129 1.809
O -2.816 1.430 -3.881
H -5.374 1.059 -3.166
H -2.411 0.035 -0.953
H 3.698 -0.408 4.794
H -2.614 -1.792 2.509
H -3.202 1.162 -4.718
H -1.257 0.984 -1.890
H -1.833 -1.545 0.363
H 1.373 -1.085 -0.999
C 4.295 -1.122 -1.583
H 4.654 -1.459 -2.556
H -4.502 -2.649 -0.400
C 0.363 4.514 0.791
O 4.177 -0.233 3.980
H -3.460 -0.336 -2.952
H 2.362 -2.603 3.915
H 1.912 -0.962 4.178
O 1.743 -0.363 0.975
H -4.433 2.365 -2.284
H -0.469 0.839 0.383
H 4.342 -2.159 3.072
C -0.289 -0.046 -0.227
H -4.905 0.943 -1.413
H -3.657 -0.685 1.592
H 4.244 -2.128 0.966
C -3.299 0.735 -2.825
H -0.695 -0.046 -1.239
O 3.415 -2.247 0.497
C -3.373 -1.728 1.729
H 1.733 0.622 -0.871
O -3.753 -2.074 -0.572
C -2.307 0.899 -1.608
C -2.717 -2.181 0.402
H 1.437 4.466 0.613
H -0.746 -0.893 0.285
C 3.676 -2.366 -0.886
H -0.205 2.597 -0.106
H 4.062 -0.909 2.068
H -0.951 3.480 -2.049
C -4.631 1.300 -2.406
H 3.607 -0.342 -1.909
H 1.743 -1.736 2.560
H 2.490 -0.965 0.991
H 2.825 -2.628 -1.514
H -4.238 -2.291 2.079
C 1.257 -0.212 -0.357
C 3.815 -1.205 3.088
C -0.361 3.668 -0.233
H 4.993 -0.615 -0.916
O -0.236 3.937 -1.599
H -2.549 1.720 -0.933
H -2.461 -3.234 0.284
H -0.051 5.521 0.741
C 2.373 -1.621 3.442
H -1.450 3.681 -0.186

(2)
Computed, not measured: a cluster of 6 separate species, C13H38O6 in total, with ωB97M-V/def2-TZVPD.

Output
HOMO-LUMO gap   10.51 eV
HOMO level   -0.3646 hartree
LUMO   0.59 eV
M   290.44 g/mol

Cartesian coordinates (Å):
H -2.041 -0.773 4.166
H 7.270 2.476 0.196
H -3.284 -0.125 -3.346
H 4.375 0.659 0.995
H -4.267 0.331 -1.059
H -1.518 -3.617 2.470
C 1.192 0.661 -1.543
H -2.454 0.517 0.588
C -3.618 -3.193 2.036
C -3.185 0.331 -1.230
H -1.581 1.430 -6.058
H 3.393 1.974 1.496
O -4.074 -2.908 3.359
C 0.643 -1.097 3.408
H 5.378 3.569 1.131
O -2.485 -0.167 -0.091
O 1.332 2.545 -4.962
H 0.521 0.642 -4.524
O 0.313 -0.958 0.052
O 6.669 1.955 0.735
C -1.284 -0.209 4.711
H 1.809 0.754 -2.444
H -0.145 0.700 -6.852
C -0.136 0.141 3.779
H -4.155 -2.506 1.383
H -0.177 0.364 1.847
O -0.676 0.739 2.586
H -0.901 -0.805 5.544
C 4.436 1.661 1.434
H 2.158 2.096 -5.156
H 4.820 1.481 2.442
H -0.431 2.458 -6.740
H 5.060 2.662 -0.353
C -0.500 1.501 -6.211
H 2.043 -1.162 -0.872
H -3.135 -1.544 -2.332
H -3.685 -3.562 3.948
H 0.125 -1.750 2.708
C 0.251 1.643 -4.887
C 5.381 2.566 0.693
H 1.748 1.254 -0.813
H -1.879 -3.145 0.831
H -1.726 0.666 5.190
H -1.962 -1.884 2.093
C 1.061 -0.796 -1.173
H -1.737 -0.507 -2.595
H 0.631 -1.388 -1.982
C -2.819 -0.503 -2.434
H 0.234 1.158 -1.702
H -0.620 -0.808 -0.157
H -2.924 1.379 -1.426
H 1.613 -0.889 2.944
H 0.866 -1.696 4.295
H -0.423 2.016 -4.112
H 0.523 0.812 4.344
C -2.126 -2.934 1.877
H -3.894 -4.219 1.777

Energies, relative to the best one, in kcal/mol: (1) 101.3; (2) 0.0.

(1)
Computed, not measured: a cluster of 2 separate species, C4H11IN2 in total, with ωB97M-V/def2-TZVPD.

Output
HOMO-LUMO gap   8.91 eV
HOMO level   -0.3426 hartree
LUMO   -0.42 eV
M   214.05 g/mol

Cartesian coordinates (Å):
C 0.089 -1.072 -0.859
C 0.091 0.479 -0.603
N 0.814 0.748 0.761
H -0.752 -1.578 -0.616
H -1.335 2.068 -1.020
C -1.249 1.019 -0.899
H 2.268 0.503 -0.549
H -0.855 -1.828 2.285
H -1.869 0.915 0.062
I 0.098 2.584 1.670
H 0.010 -2.351 1.070
H 0.355 -1.221 -1.894
H 0.271 -0.865 1.730
C 1.420 1.108 -0.483
N 0.134 -1.774 1.929
H 1.526 2.154 -0.627
H -1.840 0.609 -1.723
H 0.823 -1.499 -0.232

(2)
Computed, not measured: a cluster of 2 separate species, C4H11IN2 in total, with ωB97M-V/def2-TZVPD.

Output
HOMO-LUMO gap   8.79 eV
HOMO level   -0.3062 hartree
LUMO   0.46 eV
M   214.05 g/mol

Cartesian coordinates (Å):
H -1.575 -1.251 0.826
H 1.980 -1.605 1.806
C 1.510 -0.326 -0.112
N -0.493 1.035 0.296
H -4.667 -0.333 0.819
H -0.499 0.692 -2.208
H 0.309 -0.933 1.658
C 0.422 0.652 -0.481
C 0.438 1.090 -1.856
H 1.581 -1.146 -0.769
H -0.367 0.833 1.350
N -2.208 -1.358 0.020
C 1.389 -0.704 1.437
H 1.200 0.564 -2.391
H 0.436 2.077 -2.111
I -3.374 0.121 0.008
H 1.592 0.211 2.003
H 2.325 0.380 -0.298

Energies, relative to the best one, in kcal/mol: (1) 0.0; (2) 47.1.

(1)
Computed, not measured: the molecule C19H28N2O4S, with ωB97M-V/def2-TZVPD.

Output
HOMO-LUMO gap   9.21 eV
HOMO level   -0.3197 hartree
LUMO   0.51 eV
M   380.51 g/mol

Cartesian coordinates (Å):
C -4.355 -0.108 -0.563
H 1.691 3.535 1.522
C -2.072 1.298 0.138
H 2.505 4.365 -0.650
H 4.091 2.849 -1.967
H 1.938 2.698 -0.857
C -2.012 0.276 -0.785
C -4.435 0.928 0.378
O 0.577 0.648 -0.956
H 4.826 3.648 -0.581
S -0.460 -0.191 -1.511
C 2.697 3.324 -0.384
H 5.299 1.077 -0.797
C 4.246 -0.399 1.166
C -0.011 -1.939 0.451
O 1.855 -3.184 1.378
C 4.465 1.570 -0.313
H 3.829 -0.603 2.153
O -0.557 -0.278 -2.936
N 2.304 -1.424 0.032
H 3.990 -2.466 0.566
C 4.078 2.902 -0.876
H 1.781 1.152 1.124
C -3.282 1.631 0.725
C -0.928 -3.000 1.072
C 3.857 0.986 0.712
H 1.920 -0.597 -0.415
H 3.453 3.653 1.603
H -5.245 2.006 2.737
O -5.665 1.162 0.886
C 2.711 1.636 1.436
H -1.952 -2.619 1.067
H 0.146 -4.717 0.346
H -0.611 -3.146 2.105
H 0.141 -2.374 -1.591
H -5.559 3.168 1.414
H -3.064 -1.220 -1.870
H 4.199 -1.323 -0.792
C 2.623 3.127 1.125
C -0.870 -4.332 0.334
N -0.316 -1.745 -0.952
C 1.481 -2.259 0.686
C 3.740 -1.471 0.189
H -6.890 2.193 2.082
C -3.148 -0.431 -1.141
C -5.831 2.194 1.832
H 5.333 -0.487 1.227
H -0.211 -0.973 0.934
H -1.518 -5.055 0.824
H -3.314 2.433 1.445
H 2.821 1.477 2.513
H -5.260 -0.636 -0.817
H -1.168 1.831 0.388
H -1.199 -4.215 -0.695

(2)
Computed, not measured: a structure of composition C19H28N2O4S, with ωB97M-V/def2-TZVPD.

Output
HOMO-LUMO gap   8.56 eV
HOMO level   -0.3271 hartree
LUMO   -0.34 eV
M   380.51 g/mol

Cartesian coordinates (Å):
C 2.092 2.664 1.116
C 5.140 -1.180 0.270
H -4.197 -2.509 -0.767
H -3.768 -0.405 1.191
H 2.233 -2.929 1.403
O 2.657 -0.672 -2.737
C -3.945 1.226 -0.878
H 4.139 -0.088 1.740
H 2.524 3.661 1.388
C 0.805 2.327 1.112
C 0.393 1.163 0.170
H -6.186 -0.979 0.840
C -1.041 0.933 0.464
H -3.888 1.751 -1.631
H -6.951 -0.102 -1.282
C -4.503 -2.036 0.183
H 4.556 3.694 -0.001
C 2.739 1.099 -0.600
C 3.225 -2.328 -0.273
H -4.423 -2.824 0.892
C -5.283 1.121 -0.574
H -6.478 -2.456 -0.454
C 1.305 0.605 -0.513
C 4.521 -0.898 1.685
C -3.001 0.060 -0.657
C -6.009 -0.336 -0.994
H -3.526 2.071 -0.010
H 3.820 -3.270 -0.384
N 4.135 -1.296 -0.438
O -1.747 1.427 1.515
O 3.693 -1.893 2.267
C -5.812 -1.619 -0.052
H 5.609 -0.088 -0.173
H 5.156 2.256 -0.961
H -5.593 1.078 0.683
H 0.128 2.971 1.616
C 4.546 2.564 0.127
H 2.304 -2.274 -0.907
H 5.125 2.124 1.004
H 6.036 -1.954 0.230
H 0.915 -0.346 -1.087
N -1.724 0.466 -0.706
C 3.228 2.094 0.122
H 1.954 -1.201 1.233
C 2.827 -2.223 1.304
H 5.504 -0.904 2.434
S 3.518 -0.146 -1.640
H -5.502 -0.358 -2.270
O 4.734 0.812 -2.132
C -3.403 -0.977 0.336
H -5.987 1.916 -0.760
H -3.073 -0.556 -1.606
H -2.473 -1.373 0.723
H -1.048 0.136 -1.558

Energies, relative to the best one, in kcal/mol: (1) 0.0; (2) 385.0.